The following is a DFT calculation (ωB97M-V with the def2-TZVPD basis set) of a cluster of 2 separate species, C3H9NO in total in a non-equilibrium geometry.

## Properties
**Energy relative to the best compared isomer or geometry (same formula, charge and spin)**: 43.67 kcal per mole
**Structure (SMILES)**: C=C(C)N.O
**LUMO level**: 0.739 eV
**E_HOMO**: -7.99 eV
**Gap between HOMO and LUMO**: 8.730 eV
**Total charge**: 0
**F_max**: 3.883 eV/Å
**Energy**: -6793.162 eV

Geometry (Å):
C 0.32488 2.95550 -0.57852
C 0.01050 1.65276 -0.65632
C -0.99244 1.11049 0.35441
N 0.43536 0.74150 -1.57106
H 0.71074 3.34121 -1.52717
H 0.11319 3.62632 0.26076
H -0.72401 0.14491 0.73316
H -2.13977 1.25662 0.03957
H -1.03657 1.62480 1.30882
H -0.25047 -0.06686 -1.75343
H 1.17318 0.80763 -2.23354
O 0.98791 -5.93351 2.15746
H 1.18480 -5.10426 1.80016
H 0.20272 -6.15713 1.66569